Density functional theory data (ωB97M-V/def2-TZVPD) for a 2-piece molecular cluster, C10H12FN2S overall at a distorted geometry.

Positions of all 26 atoms, in Å:
C: 3.41 -1.85 0.28
C: 2.77 -1.53 -0.92
C: 3.10 -0.96 1.35
C: 1.92 -0.47 -1.15
C: 2.21 0.07 1.20
C: 1.66 0.41 -0.07
C: -1.34 0.50 -0.01
C: -3.27 -0.68 0.49
C: -3.52 0.15 -0.77
C: 0.77 1.56 -0.13
N: -1.89 -0.38 0.82
N: -2.20 0.70 -1.06
F: 0.40 2.06 -1.35
S: 0.74 2.80 0.99
H: 4.16 -2.67 0.35
H: 2.97 -2.15 -1.72
H: 3.66 -1.30 2.27
H: 1.67 -0.16 -2.19
H: 2.09 0.99 1.93
H: -3.95 -0.60 1.40
H: -3.42 -1.71 0.20
H: -3.98 -0.18 -1.67
H: -4.24 1.04 -0.45
H: -1.42 -0.58 1.60
H: -2.12 1.45 -1.73
H: -0.20 3.48 0.34

As for the total energy: -27087.89610 eV. The HOMO-LUMO gap (spin up / spin down) comes out at 8.1 / 8.1 eV. The total charge is +1. The HOMO energy (spin up / spin down) is -12.770 / -12.770 eV.

Atom charges from the Löwdin analysis, given in e for atoms 1 to 5:
1. C -0.01
2. C -0.07
3. C -0.07
4. C 0.01
5. C -0.05

=====

Density functional theory data (ωB97M-V/def2-TZVPD) for one molecule with the formula C10H12N2O2 at a distorted geometry.

Positions of all 26 atoms, in Å:
C: 1.64 2.00 -0.25
C: 2.20 0.79 -0.36
C: -1.69 0.74 0.72
C: -2.02 -0.53 0.44
C: -0.81 -1.26 -0.02
C: 1.77 -1.11 1.33
C: 0.13 2.36 0.09
C: 1.59 -0.62 -0.06
C: -3.33 -1.23 0.42
C: 2.22 -1.56 -1.10
N: -0.42 1.25 0.68
N: 0.20 -0.39 -0.24
O: -0.84 -2.46 -0.25
O: 2.40 -2.13 1.54
H: 2.17 2.91 -0.49
H: 3.25 0.57 -0.77
H: -2.43 1.41 1.12
H: 1.29 -0.64 2.22
H: 0.13 3.30 0.82
H: -0.27 2.66 -0.93
H: -4.24 -0.65 0.66
H: -3.31 -2.26 0.75
H: -3.37 -1.31 -0.68
H: 3.31 -1.61 -1.10
H: 2.11 -1.28 -2.10
H: 1.84 -2.55 -1.05

As for the total energy: -17634.86038 eV. The HOMO-LUMO gap comes out at 8.0 eV. The total charge is 0. The HOMO energy is -8.776 eV.

Atom charges from the Löwdin analysis, given in e for atoms 1 to 5:
1. C -0.05
2. C -0.01
3. C -0.09
4. C -0.20
5. C -0.46

=====

Density functional theory data (ωB97M-V/def2-TZVPD) for one molecule with the formula C10H12N2S at a distorted geometry.

Positions of all 25 atoms, in Å:
C: -1.52 3.39 -0.11
C: -1.05 2.17 0.11
C: -1.44 0.97 -0.69
N: -2.08 -0.05 0.17
C: -1.95 -1.39 0.05
S: -3.22 -2.42 0.43
N: -0.76 -1.88 -0.40
C: 0.53 -1.38 -0.08
C: 1.57 -1.62 -1.00
C: 2.87 -1.17 -0.70
C: 3.12 -0.50 0.47
C: 2.09 -0.26 1.37
C: 0.80 -0.71 1.10
H: -1.20 4.25 0.47
H: -2.25 3.56 -0.90
H: -0.33 1.97 0.91
H: -2.14 1.28 -1.48
H: -0.58 0.49 -1.14
H: -3.00 0.19 0.49
H: -0.84 -2.87 -0.57
H: 1.35 -2.19 -1.94
H: 3.65 -1.40 -1.44
H: 4.14 -0.17 0.70
H: 2.26 0.26 2.32
H: -0.01 -0.54 1.84

Its SMILES is C=CCNC(=S)Nc1ccccc1. As for the total energy: -24379.76942 eV. The HOMO-LUMO gap comes out at 8.9 eV. The total charge is 0. The HOMO energy is -8.160 eV.

Atom charges from the Löwdin analysis, given in e for atoms 1 to 5:
1. C 0.01
2. C -0.17
3. C -0.18
4. N -0.01
5. C -0.91

=====

Density functional theory data (ωB97M-V/def2-TZVPD) for an isolated ion of composition C10H12N3OS and charge +1 at a distorted geometry.

Positions of all 27 atoms, in Å:
C: -2.84 -2.24 0.31
C: -1.66 -2.94 0.42
C: -2.83 -0.79 0.06
C: -0.47 -2.23 0.56
C: -1.68 -0.08 0.20
C: -0.56 -0.80 0.46
C: 4.15 0.55 0.62
C: 2.01 -0.59 -0.29
C: -1.96 3.54 -0.22
C: -2.25 2.17 0.10
N: 4.26 -0.77 -1.22
N: 3.32 -0.19 -0.38
N: -1.45 1.25 -0.11
O: 5.32 0.49 0.47
S: 0.86 0.28 0.58
H: -3.83 -2.83 0.23
H: -1.86 -3.96 0.81
H: -3.70 -0.23 -0.28
H: 0.46 -2.61 0.89
H: 3.51 0.93 1.40
H: 1.69 -1.43 -0.76
H: -1.11 3.72 -0.89
H: -2.84 3.95 -0.66
H: -1.86 4.19 0.78
H: 3.72 -1.31 -1.89
H: -3.20 2.01 0.63
H: 4.82 -0.07 -1.86

As for the total energy: -27907.38364 eV. The HOMO-LUMO gap comes out at 7.7 eV. The total charge is +1. The HOMO energy is -12.552 eV.

Atom charges from the Löwdin analysis, given in e for atoms 1 to 5:
1. C -0.03
2. C -0.08
3. C 0.03
4. C -0.05
5. C -0.36

=====

Density functional theory data (ωB97M-V/def2-TZVPD) for one molecule with the formula C10H12NOP.

Positions of all 25 atoms, in Å:
C: 1.65 1.36 3.42
C: 0.39 1.03 2.66
O: -0.64 1.64 2.80
C: 0.52 -0.14 1.72
P: -0.20 -1.64 2.65
C: -0.30 0.03 0.49
N: 0.13 -0.41 -0.61
C: -0.56 -0.24 -1.81
C: -1.12 0.98 -2.18
C: -1.73 1.11 -3.41
C: -1.80 0.04 -4.28
C: -1.24 -1.18 -3.91
C: -0.61 -1.32 -2.69
H: 2.39 1.76 2.73
H: 2.06 0.46 3.87
H: 1.44 2.10 4.19
H: 1.56 -0.36 1.46
H: 0.93 -1.81 3.46
H: 0.27 -2.55 1.70
H: -1.27 0.51 0.63
H: -1.05 1.82 -1.50
H: -2.15 2.06 -3.70
H: -2.28 0.14 -5.24
H: -1.29 -2.02 -4.59
H: -0.18 -2.26 -2.40

Its SMILES is CC(=O)[C@@H](P)/C=N/c1ccccc1. As for the total energy: -23390.07599 eV. The HOMO-LUMO gap comes out at 9.3 eV. The total charge is 0. The HOMO energy is -8.626 eV.

Atom charges from the Löwdin analysis, given in e for atoms 1 to 5:
1. C -0.02
2. C -0.52
3. O 0.08
4. C -0.49
5. P 0.89

=====

Density functional theory data (ωB97M-V/def2-TZVPD) for one molecule with the formula C10H12O at a distorted geometry.

Positions of all 23 atoms, in Å:
C: 2.91 1.45 0.55
C: 1.45 0.81 0.27
C: 0.93 0.66 -0.97
C: -0.26 0.08 -1.24
C: -0.78 0.02 -2.72
C: -1.00 -0.49 -0.23
C: -2.20 -1.21 -0.44
O: -2.41 -2.04 -1.28
C: -0.39 -0.42 1.07
C: -1.14 -1.03 2.27
C: 0.73 0.18 1.30
H: 3.53 0.99 0.02
H: 2.54 2.34 0.35
H: 3.31 1.33 1.68
H: 1.50 1.29 -1.86
H: -1.73 0.41 -2.77
H: -0.19 0.60 -3.45
H: -0.86 -1.13 -3.02
H: -3.04 -0.99 0.10
H: -2.12 -0.36 2.58
H: -0.61 -0.76 3.23
H: -1.39 -1.93 2.17
H: 1.20 0.19 2.38

Its SMILES is Cc1cc(C)c(C=O)c(C)c1. As for the total energy: -12608.25813 eV. The HOMO-LUMO gap comes out at 9.7 eV. The total charge is 0. The HOMO energy is -9.257 eV.

Atom charges from the Löwdin analysis, given in e for atoms 1 to 5:
1. C 0.02
2. C -0.20
3. C -0.06
4. C -0.20
5. C -0.02